1.
ORCA calculation (the ωB97M-V functional and the def2-TZVPD basis) on a cluster of 2 separate species, C10H25BNO2 in total.

Geometry (Å):
C (-3.75, 1.36, -0.11)
C (-3.40, 2.99, 0.01)
B (-2.22, 3.43, -1.11)
O (-2.53, 4.51, -2.07)
C (-0.83, 2.58, -1.04)
C (-0.70, 1.11, -1.77)
C (0.81, 0.72, -1.18)
C (1.53, 2.21, -0.90)
N (0.49, 3.22, -1.45)
H (-4.64, 1.04, 0.59)
H (-3.97, 1.17, -1.25)
H (-2.76, 0.79, 0.24)
H (-4.41, 3.58, -0.16)
H (-3.01, 3.14, 1.12)
H (-2.14, 5.39, -1.79)
H (-0.74, 2.34, 0.12)
H (-1.57, 0.34, -1.61)
H (-0.62, 1.23, -2.95)
H (0.53, 0.14, -0.17)
H (1.44, 0.08, -1.94)
H (2.65, 2.35, -1.21)
H (1.54, 2.54, 0.23)
H (0.69, 3.12, -2.49)
H (0.53, 4.19, -1.09)
C (2.61, -4.65, 0.17)
C (2.75, -3.21, 0.63)
O (1.50, -2.54, 0.81)
C (0.62, -3.11, 1.78)
C (1.20, -3.15, 3.18)
H (2.03, -4.70, -0.76)
H (3.59, -5.09, 0.00)
H (2.08, -5.26, 0.91)
H (3.29, -2.65, -0.14)
H (3.35, -3.14, 1.54)
H (0.29, -4.10, 1.46)
H (-0.28, -2.48, 1.79)
H (2.10, -3.78, 3.23)
H (0.47, -3.56, 3.89)
H (1.49, -2.15, 3.51)

For the calculated total energy, the calculation gives -625.76586 hartree. Its net charge is +1.

=====

2.
ORCA calculation (the ωB97M-V functional and the def2-TZVPD basis) on a cluster of 11 separate species, H22O11 in total.

Geometry (Å):
O (-2.19, 1.98, -1.33)
H (-1.86, 2.82, -1.28)
H (-1.49, 1.45, -1.11)
O (2.05, -0.72, -1.77)
H (2.55, -0.87, -2.49)
H (2.60, -0.94, -1.03)
O (-3.06, -1.29, -0.89)
H (-2.40, -1.47, -0.20)
H (-2.50, -1.47, -1.59)
O (-1.26, 2.72, 2.26)
H (-0.29, 2.64, 1.99)
H (-1.50, 1.80, 2.28)
O (2.74, -1.58, 1.60)
H (1.89, -1.90, 2.00)
H (3.03, -0.66, 2.00)
O (-0.82, -1.69, -2.84)
H (-1.10, -2.54, -2.64)
H (0.16, -1.79, -2.56)
O (1.37, 2.38, 0.67)
H (2.32, 2.40, 0.95)
H (0.90, 1.64, 0.49)
O (-0.04, 0.30, -0.15)
H (-0.12, -0.19, 0.66)
H (0.60, -0.04, -0.78)
O (3.08, 2.00, -2.03)
H (2.55, 2.24, -2.82)
H (2.77, 1.23, -1.87)
O (-1.25, -2.04, 1.24)
H (-0.81, -2.87, 1.16)
H (-2.09, -2.35, 1.57)
O (-1.85, 0.00, 2.80)
H (-1.56, -0.80, 2.33)
H (-2.42, -0.39, 3.41)

For the calculated total energy, the calculation gives -840.73280 hartree. Its structure (SMILES) is O.O.O.O.O.O.O.O.O.O.O. Its net charge is 0. The value obtained for the energy above the lowest of the compared OMol25 structures with the same formula, charge and spin is 92.5 kcal per mole.

=====

3.
ORCA calculation (the ωB97M-V functional and the def2-TZVPD basis) on a cluster of 14 separate species, C86H206N14O19 in total.

Geometry (Å):
C (12.08, -25.95, 10.20)
C (11.18, -24.75, 9.85)
C (9.98, -24.67, 10.84)
O (9.20, -25.85, 10.75)
C (7.93, -25.77, 11.35)
N (11.94, -23.49, 9.74)
H (12.89, -26.14, 9.43)
H (11.52, -26.88, 10.41)
H (12.60, -25.66, 11.12)
H (10.75, -24.94, 8.91)
H (9.39, -23.76, 10.50)
H (10.35, -24.75, 11.86)
H (7.26, -24.94, 10.99)
H (7.89, -25.59, 12.43)
H (7.48, -26.73, 11.18)
H (11.24, -22.77, 9.94)
H (12.64, -23.32, 10.46)
C (13.97, -21.32, 12.99)
C (13.75, -22.71, 13.44)
C (14.68, -23.70, 12.87)
O (14.56, -23.86, 11.49)
C (15.49, -24.72, 10.89)
N (13.89, -22.93, 14.90)
H (13.49, -20.55, 13.61)
H (13.71, -21.19, 11.96)
H (15.05, -21.07, 13.07)
H (12.73, -23.08, 13.11)
H (14.48, -24.67, 13.39)
H (15.82, -23.55, 13.06)
H (15.57, -24.50, 9.81)
H (15.19, -25.75, 11.06)
H (16.48, -24.55, 11.26)
H (14.89, -23.08, 15.14)
H (13.48, -22.26, 15.53)
C (18.20, -34.63, 7.88)
C (19.69, -34.44, 7.94)
C (20.01, -34.01, 9.32)
O (21.37, -33.75, 9.40)
C (21.81, -33.37, 10.71)
N (20.33, -35.76, 7.56)
H (17.64, -33.70, 7.79)
H (17.83, -35.29, 8.65)
H (17.93, -35.10, 6.94)
H (19.98, -33.73, 7.17)
H (19.69, -34.79, 10.07)
H (19.42, -33.10, 9.50)
H (21.56, -34.16, 11.51)
H (21.43, -32.38, 10.95)
H (22.88, -33.32, 10.68)
H (21.26, -35.69, 7.92)
H (19.81, -36.51, 7.97)
C (17.55, -28.73, 18.66)
C (17.75, -29.75, 17.60)
C (16.60, -29.79, 16.64)
O (15.44, -30.19, 17.41)
C (14.23, -29.72, 16.78)
N (18.99, -29.59, 16.86)
H (16.57, -28.84, 19.14)
H (17.54, -27.73, 18.16)
H (18.34, -28.70, 19.43)
H (17.76, -30.68, 18.13)
H (16.79, -30.53, 15.88)
H (16.58, -28.80, 16.15)
H (13.90, -30.21, 15.84)
H (14.23, -28.68, 16.62)
H (13.48, -29.95, 17.51)
H (19.54, -30.41, 16.74)
H (19.54, -28.84, 17.29)
C (21.14, -28.33, 12.63)
C (20.11, -29.26, 13.23)
C (18.69, -28.73, 13.29)
O (18.19, -28.43, 11.97)
C (17.95, -27.08, 11.56)
N (20.17, -30.51, 12.47)
H (22.21, -28.55, 12.73)
H (21.20, -27.27, 12.99)
H (20.93, -28.31, 11.56)
H (20.34, -29.36, 14.29)
H (18.57, -27.85, 13.94)
H (18.06, -29.53, 13.74)
H (17.06, -26.59, 11.91)
H (17.66, -27.15, 10.51)
H (18.80, -26.38, 11.81)
H (19.79, -30.33, 11.55)
H (19.76, -31.33, 12.85)
C (14.66, -34.21, 14.22)
O (15.87, -33.75, 14.73)
C (15.72, -33.22, 16.03)
C (17.10, -33.43, 16.79)
N (18.21, -32.99, 15.89)
C (19.44, -33.71, 16.32)
C (20.64, -33.47, 15.39)
O (21.20, -32.17, 15.50)
C (22.22, -31.93, 14.51)
H (14.87, -34.77, 13.26)
H (13.98, -33.35, 13.93)
H (14.14, -34.90, 15.03)
H (14.92, -33.79, 16.52)
H (15.50, -32.17, 16.03)
H (17.24, -34.53, 16.85)
H (17.21, -33.05, 17.79)
H (17.92, -33.28, 14.96)
H (19.34, -34.85, 16.40)
H (19.65, -33.28, 17.33)
H (20.18, -33.52, 14.31)
H (21.37, -34.25, 15.48)
H (22.80, -31.09, 14.92)
H (21.76, -31.69, 13.50)
H (22.94, -32.78, 14.56)
C (6.02, -27.30, 7.18)
O (5.90, -28.63, 7.63)
C (6.55, -28.70, 8.89)
C (8.05, -28.39, 8.90)
N (8.74, -29.30, 8.01)
C (10.20, -29.41, 8.15)
C (10.99, -28.20, 7.72)
O (10.66, -27.76, 6.39)
C (10.87, -28.75, 5.47)
H (7.02, -26.91, 7.35)
H (5.20, -26.69, 7.61)
H (5.90, -27.23, 6.08)
H (6.39, -29.72, 9.26)
H (6.14, -28.04, 9.63)
H (8.41, -28.72, 9.92)
H (8.22, -27.33, 8.73)
H (8.52, -29.18, 7.02)
H (10.62, -30.34, 7.69)
H (10.43, -29.58, 9.23)
H (12.08, -28.37, 7.79)
H (10.79, -27.31, 8.31)
H (10.89, -28.25, 4.49)
H (10.04, -29.48, 5.35)
H (11.74, -29.42, 5.68)
C (12.76, -26.87, 13.72)
O (12.17, -27.77, 14.56)
C (11.03, -27.25, 15.22)
C (9.75, -27.27, 14.37)
N (9.33, -28.58, 13.93)
C (10.02, -29.08, 12.80)
C (9.41, -30.30, 12.20)
O (7.97, -30.20, 11.98)
C (7.51, -31.41, 11.49)
H (13.04, -27.36, 12.78)
H (13.70, -26.38, 14.12)
H (12.02, -26.12, 13.45)
H (11.15, -26.15, 15.42)
H (11.02, -27.82, 16.16)
H (9.79, -26.63, 13.50)
H (9.01, -26.79, 15.04)
H (8.32, -28.70, 13.99)
H (11.04, -29.36, 13.08)
H (10.08, -28.26, 12.04)
H (9.51, -31.17, 12.89)
H (9.94, -30.67, 11.29)
H (6.46, -31.44, 11.38)
H (7.95, -32.26, 12.03)
H (7.94, -31.49, 10.44)
C (12.87, -32.08, 2.23)
O (13.24, -32.67, 3.47)
C (12.70, -33.99, 3.62)
C (13.00, -34.43, 5.05)
N (14.41, -34.62, 5.41)
C (15.05, -35.88, 5.13)
C (15.13, -36.22, 3.64)
O (15.50, -35.13, 2.82)
C (16.09, -35.68, 1.66)
H (13.09, -32.71, 1.38)
H (13.38, -31.14, 2.01)
H (11.82, -31.94, 2.21)
H (13.09, -34.69, 2.89)
H (11.62, -33.91, 3.51)
H (12.42, -35.31, 5.26)
H (12.52, -33.66, 5.65)
H (14.91, -33.90, 4.91)
H (14.50, -36.64, 5.69)
H (16.08, -35.87, 5.56)
H (14.15, -36.63, 3.28)
H (15.80, -37.04, 3.43)
H (15.40, -36.09, 0.97)
H (16.85, -36.40, 1.97)
H (16.64, -34.97, 1.03)
C (20.16, -33.97, 2.83)
O (19.47, -32.92, 3.55)
C (18.23, -33.42, 4.13)
C (17.50, -32.34, 4.81)
N (16.76, -31.39, 4.00)
C (17.41, -30.39, 3.12)
C (16.63, -29.13, 3.13)
O (15.32, -29.34, 2.64)
C (14.27, -29.07, 3.56)
H (20.17, -34.94, 3.42)
H (21.20, -33.67, 2.75)
H (19.71, -34.21, 1.83)
H (18.46, -34.23, 4.78)
H (17.62, -33.76, 3.31)
H (18.19, -31.79, 5.53)
H (16.81, -32.82, 5.42)
H (15.91, -31.71, 3.62)
H (17.59, -30.70, 2.08)
H (18.41, -30.23, 3.57)
H (17.00, -28.32, 2.50)
H (16.62, -28.76, 4.20)
H (14.48, -28.17, 4.18)
H (14.10, -29.90, 4.26)
H (13.31, -28.93, 3.05)
C (14.20, -25.48, 6.38)
C (13.50, -24.51, 5.34)
C (13.86, -23.03, 5.63)
C (15.25, -22.62, 5.23)
C (15.42, -22.88, 3.71)
C (15.21, -24.41, 3.43)
N (13.86, -24.69, 3.95)
O (13.63, -26.07, 3.61)
C (15.26, -24.57, 1.95)
C (16.36, -25.29, 3.99)
C (12.02, -24.70, 5.55)
H (13.97, -25.15, 7.39)
H (15.28, -25.42, 6.30)
H (13.78, -26.50, 6.25)
H (13.21, -22.46, 5.01)
H (13.76, -22.81, 6.72)
H (16.01, -23.19, 5.80)
H (15.42, -21.54, 5.45)
H (16.38, -22.53, 3.34)
H (14.63, -22.29, 3.16)
H (15.02, -25.57, 1.54)
H (14.55, -23.86, 1.49)
H (16.27, -24.34, 1.63)
H (17.08, -25.49, 3.26)
H (16.86, -24.90, 4.89)
H (15.94, -26.29, 4.23)
H (11.42, -24.10, 4.85)
H (11.85, -24.46, 6.62)
H (11.65, -25.73, 5.36)
H (12.76, -25.96, 3.21)
C (15.01, -29.32, 7.82)
C (14.90, -30.77, 8.39)
C (16.22, -31.50, 8.54)
C (17.06, -30.96, 9.72)
C (16.19, -31.03, 10.98)
C (14.87, -30.32, 10.87)
N (14.18, -30.87, 9.68)
O (12.86, -30.19, 9.51)
C (14.00, -30.67, 12.06)
C (15.05, -28.80, 10.90)
C (14.09, -31.53, 7.32)
H (15.03, -29.47, 6.73)
H (14.22, -28.65, 8.16)
H (15.95, -28.83, 8.13)
H (15.85, -32.49, 8.69)
H (16.79, -31.40, 7.60)
H (17.99, -31.55, 9.81)
H (17.32, -29.90, 9.42)
H (16.69, -30.59, 11.86)
H (15.95, -32.04, 11.23)
H (14.63, -30.50, 12.95)
H (13.74, -31.73, 12.01)
H (13.11, -30.05, 12.22)
H (15.62, -28.49, 11.78)
H (14.03, -28.40, 10.78)
H (15.67, -28.37, 10.08)
H (14.68, -31.61, 6.44)
H (13.85, -32.50, 7.74)
H (13.15, -30.98, 7.11)
H (12.25, -30.91, 9.62)
C (13.91, -36.52, 10.63)
C (13.61, -35.70, 9.33)
C (12.74, -36.41, 8.26)
C (11.36, -36.68, 8.80)
C (10.67, -35.34, 9.14)
C (11.50, -34.38, 10.03)
N (12.96, -34.30, 9.60)
O (13.70, -33.65, 10.67)
C (10.80, -32.98, 9.83)
C (11.39, -34.83, 11.52)
C (14.97, -35.30, 8.75)
H (14.18, -35.90, 11.47)
H (14.62, -37.34, 10.47)
H (12.92, -36.95, 10.95)
H (12.69, -35.75, 7.36)
H (13.26, -37.34, 8.06)
H (11.43, -37.16, 9.79)
H (10.77, -37.32, 8.12)
H (9.73, -35.55, 9.67)
H (10.40, -34.73, 8.22)
H (11.09, -32.68, 8.78)
H (9.77, -33.18, 9.95)
H (11.19, -32.31, 10.58)
H (10.53, -34.27, 11.94)
H (11.24, -35.94, 11.64)
H (12.25, -34.60, 12.14)
H (14.80, -34.61, 7.90)
H (15.54, -36.15, 8.39)
H (15.56, -34.67, 9.46)
H (13.83, -32.81, 10.19)
C (18.88, -29.55, 7.02)
C (20.18, -28.78, 7.00)
C (20.76, -28.93, 8.48)
C (21.44, -30.24, 8.68)
C (22.56, -30.49, 7.68)
C (22.03, -30.46, 6.24)
N (21.21, -29.25, 6.04)
O (20.61, -29.35, 4.82)
C (23.22, -30.33, 5.30)
C (21.30, -31.77, 6.04)
C (19.99, -27.27, 6.78)
H (18.33, -29.59, 6.04)
H (18.25, -28.99, 7.72)
H (19.10, -30.55, 7.40)
H (21.54, -28.16, 8.66)
H (19.92, -28.69, 9.19)
H (20.78, -31.12, 8.59)
H (21.80, -30.18, 9.71)
H (23.17, -31.39, 7.78)
H (23.23, -29.60, 7.71)
H (23.65, -29.32, 5.47)
H (23.99, -31.11, 5.33)
H (22.86, -30.31, 4.25)
H (20.52, -31.81, 6.80)
H (20.83, -31.98, 5.05)
H (21.98, -32.63, 6.22)
H (19.46, -26.85, 7.63)
H (19.41, -27.19, 5.89)
H (20.97, -26.71, 6.74)
H (19.98, -30.09, 4.78)

For the calculated total energy, the calculation gives -5595.82129 hartree. Its net charge is 0. The value obtained for the energy above the lowest of the compared OMol25 structures with the same formula, charge and spin is 21.4 kcal per mole.